No. 1
Entry from OMol25: 2 unconnected molecules or ions with the total composition C12H12 at a distorted geometry (the ωB97M-V functional and the def2-TZVPD basis).

Geometry (Å):
C1 1.344 -1.321 -0.905
C2 0.654 -0.102 -1.395
C3 0.833 1.194 -0.898
C4 1.939 1.272 0.039
C5 2.537 0.136 0.550
C6 2.177 -1.205 0.141
C7 -2.086 -1.237 -0.391
C8 -2.054 0.185 -0.978
C9 -1.687 1.308 -0.192
C10 -1.007 1.150 1.001
C11 -0.952 -0.180 1.745
C12 -1.377 -1.236 0.893
H1 1.131 -2.337 -1.176
H2 -0.491 -0.148 -1.870
H3 0.013 2.149 -1.020
H4 2.349 2.234 0.529
H5 3.081 0.167 1.329
H6 2.858 -1.950 0.414
H7 -2.612 -1.953 -0.980
H8 -2.659 0.221 -1.963
H9 -1.723 2.143 -0.882
H10 -0.615 2.054 1.670
H11 -0.600 -0.460 2.807
H12 -1.054 -2.085 1.532

Calculated values
**HOMO level**: -8.42 eV
**SMILES**: c1ccccc1.c1ccccc1
**Maximum force**: 7.35 eV/Å
**HOMO-LUMO gap**: 8.841 eV

---

No. 2
Entry from OMol25: a molecular structure, C7H4NO5Tc at a distorted geometry (the ωB97M-V functional and the def2-TZVPD basis).

Geometry (Å):
O1 0.211 0.007 -6.050
C1 0.376 0.012 -4.921
Tc1 -0.660 -0.020 -0.647
O2 2.097 -0.009 -2.163
C2 1.094 -0.013 -1.578
C3 -2.484 -0.030 0.158
O3 -3.549 -0.036 0.597
C4 -0.675 -2.010 -0.667
O4 -0.712 -3.172 -0.728
C5 -0.714 1.968 -0.708
O5 -0.773 3.128 -0.793
H1 -1.418 -0.042 -2.074
C6 1.409 0.043 3.700
C7 0.785 0.024 2.393
N1 0.291 0.009 1.348
H2 0.816 0.637 4.399
H3 2.409 0.477 3.640
H4 1.496 -0.971 4.097

Calculated values
**HOMO level (alpha / beta)**: -24.26 / -22.63 eV
**Spin multiplicity**: 4
**Net charge**: +3
**Maximum force**: 9.23 eV/Å
**Expectation value of S²**: 3.79
**HOMO-LUMO gap (alpha / beta)**: 10.657 / 3.476 eV

---

No. 3
Entry from OMol25: a single C6H8N2 molecule at a distorted geometry (the ωB97M-V functional and the def2-TZVPD basis).

Geometry (Å):
C1 -2.520 -0.254 -0.638
C2 -1.488 0.150 0.141
C3 -0.086 -0.072 0.191
C4 0.837 1.165 0.078
C5 2.038 0.376 -0.511
C6 0.550 -1.007 0.912
H1 -2.203 -0.912 -1.384
H2 -3.544 0.010 -0.888
H3 -1.891 1.115 0.621
H4 0.392 1.981 -0.546
H5 1.038 1.240 1.233
H6 2.944 0.974 -0.860
H7 1.518 -0.846 1.493
H8 0.028 -1.835 1.446
N1 1.853 -0.798 -0.844
N2 0.534 -1.287 -0.445

Calculated values
**HOMO level**: -9.34 eV
**SMILES**: C=C[C@]12CC=NN1C2
**Maximum force**: 10.26 eV/Å
**HOMO-LUMO gap**: 10.280 eV

---

No. 4
Entry from OMol25: a single C3H9NS molecule (the ωB97M-V functional and the def2-TZVPD basis).

Geometry (Å):
C1 1.532 0.297 -2.533
N1 0.989 -0.428 -1.424
C2 0.155 0.264 -0.477
C3 -0.030 -0.576 0.774
S1 -1.264 0.118 1.898
H1 0.763 0.954 -2.950
H2 2.370 0.950 -2.250
H3 1.819 -0.370 -3.339
H4 1.451 -1.278 -1.157
H5 -0.819 0.493 -0.917
H6 0.619 1.200 -0.154
H7 0.885 -0.647 1.372
H8 -0.294 -1.600 0.544
H9 -2.335 -0.397 1.285

Calculated values
**HOMO level**: -8.40 eV
**SMILES**: CNCCS
**Maximum force**: 0.77 eV/Å
**HOMO-LUMO gap**: 9.436 eV